# C40H101N3O20

A cluster of 11 separate species, C40H101N3O20 in total in a non-equilibrium geometry (ωB97M-V/def2-TZVPD, the OMol25 dataset).

The geometry in XYZ format:
```
164
Properties=species:S:1:pos:R:3:forces:R:3:mulliken_charge:R:1
C -2.982 -6.147 -1.127 -0.50 0.03 0.60 -1.799
C -3.456 -5.660 -2.512 0.95 -0.73 0.52 1.542
C -4.475 -6.670 -3.047 0.26 -0.36 -0.11 -2.000
C -4.115 -4.291 -2.409 0.47 -0.12 1.51 -1.398
C -3.097 -3.177 -2.182 -0.41 0.17 -1.01 -0.387
C -2.150 -3.143 -3.378 0.39 0.13 0.54 -0.613
C -1.436 -4.459 -3.712 0.42 -0.94 0.60 1.453
C -1.111 -4.479 -5.207 -0.22 -0.48 0.16 -1.956
C -0.139 -4.576 -2.896 -0.19 0.49 1.08 -1.411
N -2.290 -5.620 -3.397 -1.22 1.13 -1.32 0.612
O -1.636 -6.847 -3.570 -0.02 -0.11 0.30 -0.513
H -2.552 -5.360 -0.503 0.21 0.11 -0.31 0.296
H -3.819 -6.530 -0.529 0.02 -0.10 -0.15 0.484
H -2.249 -6.943 -1.241 -0.01 -0.02 -0.02 0.332
H -4.019 -7.656 -3.183 0.11 0.09 -0.04 0.459
H -5.275 -6.851 -2.329 -0.16 0.34 -0.08 0.393
H -4.866 -6.341 -4.011 -0.13 0.00 0.06 0.406
H -4.779 -4.106 -3.251 0.08 0.17 -0.09 0.323
H -4.688 -4.352 -1.475 -0.51 -0.02 -0.37 0.458
H -3.631 -2.222 -2.135 0.01 0.01 -0.08 0.460
H -2.575 -3.226 -1.226 0.12 -0.45 -0.05 0.074
H -1.362 -2.428 -3.115 0.00 0.11 -0.53 -0.216
H -2.690 -2.822 -4.271 -0.07 0.21 0.07 0.473
H -0.522 -3.611 -5.501 -0.01 0.03 -0.02 0.267
H -2.054 -4.524 -5.755 0.09 0.20 -0.13 0.505
H -0.553 -5.388 -5.439 0.12 0.09 -0.06 0.444
H -0.353 -4.294 -1.853 -0.03 0.30 -0.16 0.277
H 0.616 -3.886 -3.273 0.12 -0.21 -0.02 0.252
H 0.241 -5.587 -2.762 0.06 -0.08 -0.75 0.417
H -2.115 -7.271 -4.291 0.13 0.01 -0.10 0.350
C 0.298 2.227 7.700 0.08 0.25 0.14 -2.219
C -0.456 1.902 6.414 0.17 0.09 -0.63 1.941
C 0.543 1.871 5.254 1.19 -0.65 -0.47 -1.459
C -1.107 0.524 6.583 -0.65 0.14 -0.71 -1.232
C -2.212 0.258 5.554 0.07 0.59 -0.17 0.122
C -3.266 1.375 5.539 1.04 -0.09 0.16 -1.472
C -2.638 2.777 5.332 -0.23 -1.32 -0.16 1.746
C -2.273 2.931 3.839 -0.29 -0.09 0.41 -1.651
C -3.709 3.796 5.694 0.47 0.89 0.33 -2.066
N -1.515 2.900 6.248 -0.61 0.41 1.16 0.313
O -0.986 4.224 6.121 0.44 -0.31 -0.35 -0.499
H 1.062 1.476 7.903 -0.10 -0.11 0.02 0.389
H 0.827 3.182 7.647 0.00 -0.04 -0.11 0.531
H -0.403 2.283 8.536 0.04 -0.13 0.03 0.481
H 0.146 1.843 4.240 -0.39 0.22 0.15 0.098
H 1.312 2.647 5.283 -0.42 0.38 0.10 0.189
H 1.158 0.961 5.296 -0.20 -0.04 0.24 0.430
H -0.347 -0.239 6.416 0.14 -0.01 0.44 0.403
H -1.548 0.425 7.578 0.19 0.03 0.10 0.394
H -1.774 0.208 4.553 0.04 -0.37 0.04 -0.422
H -2.674 -0.693 5.821 -0.06 -0.08 -0.36 0.482
H -3.767 1.299 6.506 -0.42 0.39 -0.17 0.339
H -3.933 1.268 4.684 -0.40 -0.34 0.31 0.518
H -1.858 2.036 3.373 0.30 0.00 0.26 0.069
H -1.568 3.760 3.785 -0.17 0.11 -0.49 0.414
H -3.210 3.089 3.301 0.18 0.50 -0.14 0.421
H -3.938 3.769 6.761 -0.10 -0.32 -0.03 0.484
H -4.616 3.664 5.106 -0.01 -0.16 0.00 0.387
H -3.337 4.811 5.531 -0.07 -0.06 -0.24 0.396
H -0.656 4.416 7.004 -0.20 0.15 0.06 0.379
C 0.915 2.749 -2.770 1.51 -0.08 0.68 0.116
O 0.167 1.563 -2.770 0.13 -0.02 0.07 0.341
C -0.726 1.461 -1.671 -0.54 -0.19 -0.06 0.110
C -1.005 -0.017 -1.373 -0.32 0.20 -0.84 -0.375
N 0.200 -0.844 -1.437 0.23 0.64 1.09 0.747
C 1.034 -0.637 -0.234 0.56 -0.85 -0.56 1.273
C 0.495 -1.286 1.014 -0.69 0.63 0.01 -1.134
O 1.442 -1.097 2.055 -0.97 -0.34 -0.28 0.210
C 0.920 -1.506 3.297 1.42 -0.67 0.90 -0.430
H 0.379 3.658 -3.038 -0.24 -0.04 0.04 0.282
H 1.794 2.652 -3.410 -0.50 -0.20 -0.60 -0.386
H 1.417 2.883 -1.797 -0.60 0.19 0.22 -0.459
H -1.631 2.000 -1.971 -0.19 -0.05 0.53 0.342
H -0.362 1.887 -0.730 0.45 0.47 -0.39 -0.469
H -1.746 -0.410 -2.079 0.09 -0.01 -0.06 -0.431
H -1.479 -0.050 -0.391 0.04 -0.19 0.02 0.421
H 0.813 -0.419 -2.133 -0.32 -0.29 -0.47 -0.197
H 1.323 0.410 -0.079 -0.23 0.07 0.24 -0.588
H 1.966 -1.161 -0.468 0.10 0.17 0.15 -0.451
H 0.242 -2.334 0.805 0.41 -0.15 0.17 0.316
H -0.457 -0.832 1.332 0.04 0.10 -0.03 0.201
H 0.685 -2.576 3.365 -0.12 0.00 -0.52 0.199
H 0.066 -0.963 3.714 0.02 0.43 -0.48 -0.068
H 1.794 -1.405 3.949 -0.38 0.17 0.38 0.268
O -3.790 3.098 -0.381 0.40 0.66 -0.04 -0.381
C -4.236 4.120 0.528 -1.05 -1.33 0.18 0.146
C -5.062 5.197 -0.137 0.59 0.57 -0.07 -0.915
O -6.357 4.775 -0.538 0.12 -0.19 0.17 -0.526
H -4.436 3.076 -1.092 0.02 -0.23 -0.03 0.188
H -4.895 3.579 1.223 -0.08 0.41 0.20 0.184
H -3.417 4.500 1.134 0.33 0.12 -0.47 0.261
H -4.534 5.612 -1.004 0.15 -0.05 0.07 0.340
H -5.163 6.019 0.575 -0.30 -0.05 -0.01 0.387
H -6.290 4.380 -1.411 -0.14 0.06 -0.04 0.327
O -2.148 1.097 -5.578 0.36 0.20 0.86 -0.618
C -2.921 1.847 -4.627 -0.33 -1.26 -1.07 -0.291
C -2.501 3.278 -4.488 -0.04 0.35 -0.33 1.012
O -2.570 3.957 -5.739 -0.42 -0.12 -0.06 -0.577
H -1.340 0.841 -5.116 0.09 -0.02 -0.18 0.354
H -3.928 1.709 -5.033 -0.11 0.70 0.14 0.499
H -2.954 1.348 -3.652 0.28 0.12 0.09 -0.057
H -1.472 3.360 -4.138 -0.09 -0.23 0.44 -0.547
H -3.209 3.724 -3.774 0.29 0.23 0.11 0.061
H -1.829 4.560 -5.816 0.01 0.01 0.06 0.322
O 2.791 -4.518 3.547 0.03 -0.04 0.09 -0.411
C 2.225 -5.452 4.460 0.05 0.05 -0.35 -0.522
C 1.141 -6.303 3.814 0.28 -0.06 1.74 -0.423
O 1.756 -7.287 2.999 -0.18 0.24 -0.26 -0.504
H 2.853 -4.949 2.688 0.12 -0.05 0.01 0.305
H 2.977 -6.131 4.879 0.13 0.00 -0.23 0.299
H 1.855 -4.878 5.311 -0.29 0.09 -0.19 0.348
H 0.401 -5.673 3.316 0.07 -0.10 -0.39 0.257
H 0.655 -6.782 4.677 -0.23 -0.05 -0.27 0.369
H 1.269 -8.106 3.107 0.02 -0.03 -0.18 0.304
O 0.651 4.522 0.213 0.17 0.04 0.25 -0.595
C 0.654 3.986 1.537 -0.32 -0.43 -0.76 1.110
C 1.689 4.615 2.443 -0.09 0.04 1.00 -0.524
O 2.717 3.660 2.731 0.06 -0.27 -0.26 -0.614
H 1.572 4.645 -0.045 0.00 -0.09 -0.15 0.325
H -0.374 4.078 1.885 0.11 0.42 0.19 -0.478
H 0.812 2.898 1.513 0.32 0.06 0.00 -0.287
H 1.219 4.906 3.389 -0.01 0.03 -0.06 0.368
H 2.139 5.515 2.015 -0.18 -0.01 -0.24 0.380
H 3.147 3.870 3.564 0.00 0.10 -0.02 0.218
O 2.867 -0.081 -2.628 0.23 -0.18 -0.34 0.237
C 3.822 -1.102 -2.963 -0.68 0.20 0.16 -0.658
C 3.075 -2.406 -3.130 0.22 0.33 -0.38 -0.121
O 2.421 -2.469 -4.388 -0.21 -0.18 -0.13 -0.669
H 3.326 0.760 -2.790 -0.07 -0.02 0.28 -0.023
H 4.259 -0.833 -3.926 0.47 -0.18 0.14 0.379
H 4.555 -1.201 -2.154 0.18 0.03 -0.17 0.197
H 2.379 -2.516 -2.292 -0.03 -0.20 -0.05 -0.070
H 3.790 -3.227 -3.161 -0.05 -0.08 0.24 0.507
H 1.771 -1.765 -4.470 0.02 0.12 0.26 0.305
O 4.525 2.136 -2.349 0.00 -0.51 -0.52 -0.564
C 5.346 1.806 -1.223 -0.89 1.50 0.77 -0.740
C 4.557 1.963 0.052 0.08 -1.26 1.06 0.444
O 4.200 3.313 0.295 -0.14 -0.18 -0.33 -0.616
H 3.825 2.730 -2.054 0.19 0.19 0.17 0.238
H 5.735 0.794 -1.267 0.06 -0.03 -0.42 0.332
H 6.117 2.582 -1.168 0.44 -0.45 -0.12 0.377
H 5.129 1.552 0.898 0.38 0.33 -0.18 0.523
H 3.682 1.291 0.085 -0.19 0.30 -0.58 -0.310
H 3.771 3.301 1.163 -0.09 0.35 0.12 0.347
O 5.719 -1.865 0.555 0.20 0.42 0.25 -0.524
C 4.620 -1.566 1.414 -0.66 -0.15 -0.29 1.270
C 4.999 -1.088 2.798 0.58 0.24 -0.12 -0.483
O 5.858 0.060 2.748 -0.17 -0.13 0.02 -0.536
H 6.413 -2.273 1.084 -0.04 -0.20 -0.09 0.299
H 4.019 -0.784 0.947 0.25 0.06 -0.21 -0.970
H 3.955 -2.435 1.444 0.03 -0.03 0.40 0.210
H 5.508 -1.870 3.374 -0.23 -0.13 0.03 0.345
H 4.106 -0.754 3.321 -0.07 -0.21 0.04 0.029
H 6.690 -0.219 2.355 0.02 0.10 -0.08 0.349
O 1.845 4.137 -5.444 -0.25 0.07 0.02 -0.510
C 1.856 2.936 -6.210 0.67 -0.45 -0.09 0.530
C 2.857 3.020 -7.365 -0.50 0.20 0.03 -0.775
O 2.245 3.434 -8.584 0.08 0.00 -0.05 -0.549
H 1.216 4.759 -5.817 0.01 -0.04 -0.10 0.296
H 2.188 2.131 -5.547 0.01 0.18 0.18 -0.120
H 0.867 2.640 -6.565 -0.06 0.19 -0.12 0.235
H 3.317 2.052 -7.559 -0.11 -0.05 -0.03 0.350
H 3.639 3.723 -7.065 0.11 -0.09 0.01 0.311
H 2.158 4.390 -8.592 0.04 0.01 0.03 0.303
```
Forces are in eV/Å.

Computed properties:
SMILES: CC1(C)CCCC(C)(C)N1O.CC1(C)CCCC(C)(C)N1O.COCCNCCOC.OCCO.OCCO.OCCO.OCCO.OCCO.OCCO.OCCO.OCCO
HOMO energy: -7.47 eV
Total energy: -88529.8456 eV
LUMO energy: 0.3 eV

***

# C40H102AsF6N7O4

A structure of composition C40H102AsF6N7O4 in a non-equilibrium geometry (ωB97M-V/def2-TZVPD, the OMol25 dataset).

The geometry in XYZ format:
```
160
Properties=species:S:1:pos:R:3:forces:R:3:mulliken_charge:R:1
C -1.180 -0.490 5.072 -0.36 -1.25 1.32 -1.742
C -1.669 0.371 3.969 0.24 2.09 -0.07 1.430
C -1.491 1.887 4.375 1.32 -0.77 -1.55 -1.077
N -1.654 2.915 3.220 -1.83 -0.35 -0.69 0.274
C -3.177 2.875 2.756 1.42 0.70 0.79 -0.828
C -0.834 2.621 1.950 -0.71 -0.40 0.65 0.673
C -0.453 3.993 1.308 -0.08 -0.37 0.92 1.154
C -0.926 5.043 2.350 -0.91 -0.27 -0.40 -0.981
C -1.091 4.277 3.636 0.04 -0.13 0.41 -0.576
H -1.899 -0.571 5.887 0.18 0.29 0.25 0.521
H -0.210 -0.208 5.482 -0.03 0.20 0.06 0.437
H -1.105 -1.522 4.732 0.14 -0.16 -0.15 0.254
H -2.728 0.191 3.781 0.16 -0.28 -0.37 0.293
H -1.002 0.116 3.146 -0.58 0.42 -0.71 -0.790
H -0.434 2.058 4.576 0.03 -0.28 0.61 0.317
H -2.072 2.112 5.270 -0.22 0.50 -0.36 0.471
H -3.293 3.498 1.869 0.02 0.16 0.26 0.412
H -3.779 3.221 3.596 -0.04 0.06 -0.19 0.352
H -3.436 1.850 2.492 0.28 0.05 0.23 0.238
H -1.471 1.972 1.349 0.23 0.08 -0.19 -0.533
H -0.033 1.986 2.330 0.49 0.35 -0.44 -0.334
H -0.878 4.192 0.324 -0.25 -0.32 0.10 -0.108
H 0.629 4.008 1.171 0.05 0.16 0.16 -0.639
H -1.960 5.355 2.201 0.12 0.38 -0.99 0.364
H -0.311 5.943 2.359 0.00 -0.21 0.42 0.480
H -1.779 4.745 4.341 0.18 -0.03 0.07 0.486
H -0.117 4.102 4.094 -0.16 -0.30 0.32 0.380
C -2.852 -5.648 -2.779 1.98 0.33 0.69 -1.297
C -3.429 -5.474 -1.361 -0.97 -0.09 -1.17 -0.277
C -2.628 -4.628 -0.356 -0.90 -1.27 0.22 -0.073
N -3.223 -4.498 1.086 -0.15 0.47 -3.12 0.422
C -4.682 -3.998 1.015 0.78 -1.19 1.52 -0.688
C -2.299 -3.546 1.855 -0.50 -2.40 1.25 0.498
C -2.537 -4.089 3.332 0.52 0.90 -0.26 -0.189
C -3.218 -5.453 3.292 -1.08 -0.15 -1.66 -1.186
C -3.129 -5.845 1.776 -0.04 0.68 1.39 -0.450
H -1.822 -5.978 -2.644 0.31 -0.09 -0.41 0.432
H -2.819 -4.696 -3.307 -0.06 -0.09 -0.22 0.001
H -3.332 -6.426 -3.373 -0.36 0.27 0.24 0.435
H -3.586 -6.515 -1.081 -0.33 0.28 0.79 0.249
H -4.354 -5.000 -1.690 -0.66 -0.05 1.21 0.253
H -2.517 -3.614 -0.739 0.49 -0.08 0.16 -0.287
H -1.730 -5.200 -0.121 0.55 0.70 -0.51 0.517
H -5.375 -4.701 0.553 0.61 -0.09 -0.68 0.329
H -4.754 -3.000 0.583 0.13 -0.21 0.27 0.118
H -4.979 -4.113 2.057 -0.32 1.07 0.04 0.431
H -2.408 -2.496 1.584 -0.67 -0.13 0.28 -0.332
H -1.276 -3.802 1.577 -0.06 -0.17 -0.24 -0.299
H -3.217 -3.417 3.857 0.61 0.17 0.37 0.301
H -1.572 -4.259 3.809 -0.05 0.80 0.25 0.325
H -4.257 -5.282 3.573 -0.03 -0.52 0.08 0.351
H -2.809 -6.220 3.951 0.10 0.19 -0.15 0.447
H -3.877 -6.516 1.355 0.03 0.07 0.25 0.449
H -2.125 -6.241 1.623 -0.04 0.03 -0.40 0.387
C 4.519 7.248 0.122 0.24 0.71 -0.18 -1.426
C 4.293 5.869 -0.483 0.31 -0.55 0.13 0.092
C 4.239 4.776 0.549 0.44 -1.17 1.45 -0.921
N 4.471 3.338 0.008 0.67 -0.21 -0.60 0.322
C 3.335 3.029 -0.940 0.39 0.13 0.12 -0.610
C 4.495 2.206 1.058 -0.49 2.09 -0.05 -0.467
C 5.277 1.049 0.469 -0.19 -0.20 -0.70 -0.124
C 5.971 1.609 -0.824 0.13 0.50 0.81 -0.777
C 5.933 3.102 -0.586 -1.43 0.61 -0.39 -0.526
H 4.519 8.054 -0.612 -0.12 -0.33 -0.45 0.399
H 5.535 7.304 0.514 -0.13 -0.12 0.41 0.381
H 3.798 7.608 0.856 -0.01 -0.52 0.26 0.355
H 5.167 5.627 -1.088 -0.26 0.32 -0.57 0.171
H 3.356 5.742 -1.025 0.14 0.57 -0.58 0.141
H 3.272 4.778 1.052 -0.24 -0.29 -0.04 0.425
H 4.947 4.875 1.372 0.39 0.21 -0.23 0.531
H 3.293 1.960 -1.151 0.05 0.11 0.04 0.605
H 3.356 3.596 -1.871 0.53 0.00 0.08 0.436
H 2.439 3.352 -0.411 -0.08 -0.26 0.07 -0.411
H 3.441 2.047 1.286 0.10 -0.37 0.29 0.092
H 4.993 2.705 1.889 -0.04 -0.42 0.27 0.500
H 4.602 0.223 0.240 0.11 -0.08 -0.08 -0.136
H 5.985 0.696 1.219 0.15 0.00 -0.26 0.481
H 5.472 1.417 -1.774 -0.02 -0.55 0.22 0.253
H 7.017 1.307 -0.879 -0.16 -0.20 -0.19 0.483
H 5.996 3.737 -1.469 0.31 -0.20 0.07 0.450
H 6.663 3.390 0.171 -0.30 0.33 0.10 0.392
C -3.740 -0.107 0.017 0.85 0.20 -1.56 -1.351
C -3.446 -0.546 -1.454 0.52 0.05 0.84 1.000
C -4.726 -0.850 -2.226 0.11 -0.04 0.63 -0.832
O -4.583 -1.032 -3.599 0.65 0.38 0.11 -0.401
C -3.911 -2.215 -4.043 0.32 0.47 -0.07 -0.317
N -2.681 0.546 -2.201 -1.04 0.33 0.59 0.192
H -1.848 0.880 -1.737 0.98 -0.73 0.18 -0.241
H -2.546 0.257 -3.160 0.26 -0.26 -0.48 0.481
H -3.257 1.375 -2.231 -0.79 0.25 -0.19 0.516
H -4.370 0.782 -0.013 -0.74 -0.43 0.31 0.580
H -2.841 0.234 0.531 0.33 -0.39 -0.06 -0.083
H -4.109 -0.997 0.526 -0.45 0.54 0.19 0.173
H -2.763 -1.396 -1.451 -0.01 0.09 -0.08 -0.631
H -5.420 -0.032 -2.036 -0.22 0.08 -0.39 0.441
H -5.129 -1.708 -1.688 -0.34 -0.41 -0.23 0.460
H -2.836 -2.231 -3.860 0.48 0.35 0.84 -0.193
H -3.886 -2.149 -5.130 -0.96 -0.59 0.04 0.429
H -4.318 -3.100 -3.553 -0.35 -0.10 -0.60 0.356
C 2.412 -1.711 5.744 -0.20 1.19 0.37 -1.391
C 2.806 -1.669 4.312 -0.07 0.32 -0.76 0.003
C 2.825 -3.041 3.661 0.24 -1.06 -0.21 -0.575
O 1.684 -3.820 4.001 -0.39 1.53 -0.53 -0.298
C 1.440 -4.912 3.148 0.23 -0.75 -0.05 -0.697
N 1.840 -0.686 3.475 1.04 -1.53 0.95 0.703
H 1.965 0.276 3.754 -0.16 0.17 0.54 0.519
H 2.054 -0.727 2.489 0.04 -0.26 -0.52 -0.064
H 0.898 -1.022 3.614 -0.51 0.12 0.11 -0.335
H 3.226 -2.257 6.221 -0.57 -0.43 0.42 0.445
H 1.385 -2.043 5.897 0.38 -0.84 0.11 0.301
H 2.419 -0.721 6.199 0.30 0.24 -0.03 0.437
H 3.765 -1.169 4.177 0.15 -0.27 0.03 0.477
H 3.654 -3.688 3.948 0.68 0.70 0.71 0.636
H 3.058 -2.930 2.602 -0.79 0.01 -0.63 0.295
H 1.149 -4.632 2.135 -0.36 0.38 -0.07 0.063
H 0.685 -5.523 3.642 -0.05 0.08 -0.17 0.297
H 2.310 -5.552 2.997 0.31 -0.02 0.34 0.435
C -0.048 -3.815 -5.161 0.32 -0.15 1.28 -1.380
C 0.948 -3.334 -4.023 -0.13 -2.33 -1.71 1.056
C 2.136 -4.336 -4.098 0.26 0.94 0.49 -0.862
O 3.182 -3.990 -3.224 -0.56 1.51 1.34 -0.403
C 2.784 -4.107 -1.816 0.94 -1.63 -0.07 -0.510
N 1.470 -1.944 -4.372 -1.06 -1.02 0.78 0.037
H 1.967 -1.578 -3.573 0.81 0.08 0.17 0.144
H 2.019 -2.002 -5.218 0.52 0.18 -0.34 0.452
H 0.670 -1.345 -4.515 -0.18 0.24 -0.38 0.359
H 0.411 -3.831 -6.150 0.01 0.86 -0.09 0.464
H -1.033 -3.353 -5.107 0.18 0.32 -0.35 0.264
H -0.245 -4.884 -5.080 0.03 -0.09 0.67 0.422
H 0.591 -3.348 -2.993 -0.48 0.52 -0.38 -0.716
H 2.503 -4.244 -5.121 0.40 -0.46 -0.01 0.477
H 1.866 -5.366 -3.864 -0.67 0.01 -0.40 0.432
H 3.306 -4.998 -1.467 -0.21 -0.25 0.06 0.480
H 1.720 -4.267 -1.642 -0.12 -0.03 -0.38 0.206
H 3.095 -3.355 -1.092 0.29 0.65 -0.95 0.103
C -0.092 3.436 -2.558 0.07 0.41 -0.26 -0.600
C -0.789 4.683 -3.150 -1.11 -0.12 0.44 0.550
C 0.077 5.698 -3.849 -0.41 1.18 -0.77 -1.088
O -0.688 6.583 -4.724 0.35 -2.25 1.62 -0.407
C 0.252 7.525 -5.215 0.61 0.74 -0.21 -0.693
N -1.909 4.187 -4.047 0.28 -1.05 0.39 -0.128
H -2.671 3.696 -3.601 -0.25 0.09 1.04 0.216
H -2.413 4.889 -4.569 0.53 0.86 -1.08 0.402
H -1.485 3.429 -4.562 0.01 0.30 -1.51 0.347
H -0.804 2.764 -2.078 -0.07 0.35 0.58 -0.206
H 0.708 3.734 -1.881 -0.38 0.06 0.31 -0.369
H 0.422 2.764 -3.245 -0.03 0.42 -0.76 0.873
H -1.317 5.279 -2.405 -0.04 -0.40 0.38 0.198
H 0.948 5.265 -4.341 -0.06 -0.13 -0.43 0.534
H 0.449 6.285 -3.009 0.41 0.26 0.01 0.459
H 1.011 6.975 -5.771 0.12 0.30 -0.24 0.321
H 0.710 8.033 -4.366 0.17 0.11 0.01 0.307
H -0.211 8.299 -5.828 -0.28 -0.44 -0.03 0.312
As 0.579 -1.141 -0.271 0.51 -0.51 0.05 2.299
F -0.613 -0.862 0.989 0.13 0.04 -0.78 -0.161
F 1.764 -0.331 0.834 -0.72 0.42 -1.70 -0.974
F 1.831 -1.394 -1.521 -1.44 0.83 1.09 -0.516
F -0.649 -1.978 -1.316 1.43 0.91 1.16 -0.356
F 0.057 0.440 -1.048 0.63 -1.35 0.69 -0.506
F 1.097 -2.575 0.586 -0.75 0.39 -1.00 -0.569
```
Forces are in eV/Å.

Computed properties:
HOMO energy: -21.69 eV
Total energy: -138834.3250 eV
LUMO energy: -13.9 eV
Net charge: +6

***

Taking the records one at a time from the top gives orbital gap values of 7.761 7.820 eV.